A 5-piece molecular cluster, C15H24O7 overall in a non-equilibrium geometry, computed with ωB97M-V/def2-TZVPD.

Each line ends with the natural charge from an NBO analysis.
Atoms and positions in Å:
H -0.354 4.333 -1.345  0.476
H -1.651 4.707 -2.889  0.172
O 1.896 0.161 -2.416  -0.720
H 5.666 -2.386 -2.220  0.207
O 0.088 -4.348 -2.537  -0.747
C -3.562 1.223 4.887  -0.266
H -5.377 -0.308 2.391  0.221
O 6.109 -2.045 0.474  -0.704
H -3.464 1.660 6.034  0.211
C -2.415 1.528 4.140  -0.246
C -1.204 -0.131 -1.651  -0.241
H 1.366 0.315 -1.478  0.505
H 4.036 -0.534 1.376  0.230
H -2.088 3.286 -3.143  0.184
C -4.452 0.147 2.945  -0.254
O -0.873 3.573 -1.475  -0.720
C -1.268 3.781 -2.873  -0.273
C 3.043 -0.195 -0.415  -0.307
H -0.471 1.752 -1.379  0.506
C 0.906 -3.522 -1.614  -0.275
C -4.627 0.494 4.337  0.269
H -0.785 -0.305 -2.700  0.176
C 5.120 -1.421 -0.362  0.249
H 6.556 -2.762 0.098  0.475
H -0.978 -0.970 -1.001  0.191
H -3.247 0.198 1.084  0.221
C -2.292 1.178 2.796  0.249
C -3.314 0.519 2.172  -0.253
H -2.125 0.224 -1.784  0.171
H -0.826 1.330 1.435  0.500
C 4.106 -0.808 0.305  -0.220
C 2.955 -0.508 -1.754  0.287
O -5.746 0.289 4.973  -0.682
O -1.390 1.851 2.082  -0.702
C 3.978 -1.138 -2.562  -0.250
H -1.568 2.087 4.565  0.222
C 5.033 -1.703 -1.754  -0.233
O -0.373 0.869 -1.077  -0.780
H -0.558 3.829 -3.755  0.178
H -5.796 0.254 6.023  0.506
H 3.921 -1.386 -3.579  0.229
H 0.552 -2.697 -0.761  0.176
H 0.202 -5.383 -2.340  0.475
H 2.204 0.085 0.172  0.217
H 1.539 -2.837 -2.409  0.194
H 1.545 -4.285 -1.027  0.177

- relative energy (zero: lowest compared OMol25 entry of this formula, charge and spin) (eV) = 5.3752
- E (eV) = -30269.6179
- maximum force (eV/Å) = 5.6
- structure (SMILES) = Oc1ccc(O)cc1.Oc1ccc(O)cc1.CO.CO.CO
- total charge = 0

---

One molecule with the formula C3H4N2O, computed with ωB97M-V/def2-TZVPD.

Each line ends with the natural charge from an NBO analysis.
Atoms and positions in Å:
N 1.038 1.244 -0.045  -0.792
H 1.703 1.382 0.716  0.417
C -0.913 -1.523 -0.245  0.078
N -1.025 0.294 1.059  -0.149
H 0.742 2.143 -0.426  0.417
O -1.618 -0.906 0.759  -0.281
H -1.343 -2.479 -0.519  0.204
C 0.158 -0.788 -0.659  -0.506
C -0.031 0.292 0.220  0.173
H 1.290 0.341 -0.859  0.438

- relative energy (zero: lowest compared OMol25 entry of this formula, charge and spin) (eV) = 5.4841
- E (eV) = -8198.4013
- maximum force (eV/Å) = 0.5
- total charge = 0

---

C63H66GeN4P2PtSb as an isolated structure, computed with ωB97M-V/def2-TZVPD.

Each line ends with the Löwdin spin population.
Atoms and positions in Å:
H -2.955 -0.645 -2.334  0.008
C 0.118 -0.128 3.250  0.021
C -2.733 4.351 -2.310  0.006
H 1.643 4.838 -2.872  0.002
C -3.081 4.070 -0.987  0.028
C -5.327 -2.835 -1.317  0.002
C -5.200 2.913 1.816  0.012
H -1.436 -3.200 -2.008  0.000
C -5.532 2.482 -2.489  0.027
H -0.433 3.542 -2.038  0.002
H 2.287 2.183 -2.243  0.001
C 0.068 1.076 5.187  0.001
C -3.938 2.419 1.484  0.043
P 0.545 -2.425 -0.993  0.056
C -4.187 -2.036 -1.261  0.010
H -3.280 7.290 0.102  0.000
H -6.781 -3.953 3.539  0.000
C -3.124 6.467 -0.585  0.001
H -2.569 3.532 -3.004  0.003
H 4.801 -3.026 -3.490  0.000
H 1.707 -2.415 1.544  0.001
H 0.134 -4.962 -2.885  0.000
C -2.082 -6.004 1.930  0.000
H 1.060 3.724 2.959  0.000
H -3.566 4.989 0.893  0.001
C 1.046 -5.229 -0.398  0.003
H -8.523 0.963 -2.993  0.002
H -0.939 -0.751 -2.665  0.021
C -0.292 3.993 1.271  0.030
H 0.177 -5.623 -0.922  0.000
C 1.874 -3.422 1.158  0.001
H -2.186 -4.004 2.674  0.000
H -7.302 -1.807 4.653  0.000
H 1.265 -5.914 0.425  0.001
C 3.874 -0.256 -1.756  0.004
H -4.914 3.248 -2.947  0.002
C -4.588 -1.346 -3.538  0.001
C -2.771 6.719 -1.902  0.003
H -2.651 7.738 -2.252  0.000
C -6.091 -2.888 -2.472  0.001
H 4.592 3.784 2.304  0.001
C 0.580 3.405 -1.678  0.037
H -5.632 -3.408 -0.449  0.000
C -2.690 -4.087 0.581  0.013
C -7.578 1.212 -2.526  0.020
H 2.625 -3.781 -2.634  0.000
H -5.017 -4.074 1.843  0.001
C -4.688 2.751 4.165  0.005
N 1.905 0.106 -0.366  0.159
H 0.774 5.577 -1.536  0.000
C 2.974 -2.786 -2.390  0.001
C -5.721 -2.140 -3.583  0.000
H 2.284 4.691 -1.240  0.000
H 1.906 -5.244 -1.070  0.000
H -6.985 -3.499 -2.502  0.000
H -7.036 2.667 -4.007  0.000
C -3.073 2.082 2.524  0.017
H 0.991 5.764 1.468  0.000
H -0.163 -3.870 0.709  0.001
Ge -3.356 2.183 -0.390  0.344
H -2.740 -6.945 -1.253  0.000
C -6.230 -3.058 3.277  0.002
H -3.163 -4.534 -1.468  0.000
H -2.117 1.628 2.282  0.011
C -7.187 0.581 -1.350  0.001
C 1.360 4.707 -1.824  0.007
H -5.904 3.167 1.031  0.001
C -5.814 -0.711 3.564  0.000
H -4.311 -0.742 -4.392  0.000
C 2.642 -0.683 -1.196  0.014
H 0.752 1.329 -2.361  0.010
H -4.983 2.875 5.201  0.000
H 4.147 -0.261 0.967  0.001
H 2.857 -3.450 0.682  0.000
H -0.228 5.902 0.186  0.000
H -6.554 3.470 3.381  0.000
C -2.843 -4.934 -0.511  0.003
H -0.776 -4.164 -4.163  0.001
H -2.054 -7.903 0.924  0.000
C 2.176 -1.962 -1.594  0.003
C -0.024 5.493 1.172  0.006
H -1.363 3.866 1.110  0.004
H -6.330 -2.164 -4.479  0.000
H 5.558 -0.706 -2.967  0.000
H 5.430 1.435 2.187  0.000
H -0.636 3.949 3.400  0.000
C 1.234 2.296 -2.507  0.011
C 2.030 2.348 0.571  0.035
H 0.905 -3.733 -3.899  0.000
C 0.035 3.483 2.677  0.009
N 0.628 0.228 4.363  0.013
C -0.485 -2.891 -2.459  0.008
P 0.345 2.771 0.031  0.225
H 2.403 4.313 1.343  0.000
C -4.812 -0.781 2.604  0.004
H -4.259 0.117 2.363  0.001
H -7.824 -0.168 -0.896  0.000
N -0.258 -0.585 2.240  0.095
C -3.434 2.240 3.857  0.001
C 4.497 1.709 1.709  0.001
C -5.569 3.083 3.144  0.002
Pt -0.276 -0.447 0.047  1.194
H 1.174 2.561 -3.565  0.000
H -0.077 2.404 2.757  0.005
C 2.557 1.056 0.390  0.011
C 4.026 3.018 1.792  0.012
H 0.161 -1.400 -3.886  0.000
C -5.974 0.900 -0.764  0.025
H 1.883 -4.113 2.004  0.000
C 2.794 3.308 1.239  0.004
H -1.788 -6.414 2.888  0.000
C 4.199 -2.372 -2.875  -0.001
C -6.743 2.162 -3.093  0.002
C -3.280 5.160 -0.140  0.006
C -0.018 -4.011 -3.390  0.002
C -0.725 -1.625 -3.288  0.022
Sb -2.956 -1.948 0.480  0.106
H -6.022 0.236 4.044  0.000
C -2.614 -6.302 -0.390  0.001
C -2.579 5.652 -2.770  0.000
C -2.309 -4.642 1.803  0.002
C -4.513 -1.981 1.965  0.038
C -2.233 -6.839 0.829  0.001
N -0.341 1.810 5.986  0.008
C 4.623 -1.078 -2.564  0.001
C 3.776 0.754 1.032  0.011
H -2.306 5.832 -3.803  0.000
H -2.752 1.941 4.644  0.000
C -0.861 1.517 -0.006  1.046
H -0.701 5.995 1.869  0.001
C -5.229 -3.123 2.319  0.006
C 0.783 -3.838 0.168  0.011
C -5.118 1.859 -1.313  0.112
H -1.569 -1.776 -3.965  0.001
H 4.232 0.739 -1.532  0.000
C -3.821 -1.299 -2.380  0.008
H -5.687 0.381 0.152  0.002
C -6.525 -1.853 3.900  0.000

- spin multiplicity = 5
- E (eV) = -157237.7846
- maximum force (eV/Å) = 0.5
- total charge = -1

---

C27H41AsInN2O2PS3Si as an isolated structure, computed with ωB97M-V/def2-TZVPD.

Each line ends with the natural charge from an NBO analysis.
Atoms and positions in Å:
In 0.674 0.932 -0.555  1.184
H -0.420 -3.574 3.377  0.242
H 1.302 4.587 2.082  0.233
C -3.383 2.808 2.399  -0.623
C 0.013 -4.731 -1.191  -0.928
H 2.928 -2.202 -3.017  0.207
C 2.187 1.546 2.888  -0.382
O -1.419 1.473 0.661  -1.034
H 3.733 -1.088 4.387  0.210
H 2.271 -3.618 0.325  0.227
N -1.406 -0.080 -5.840  -0.323
C -3.803 1.229 -0.523  -0.606
C 3.149 -0.181 4.293  -0.221
H -0.914 -3.084 -5.980  0.221
H 3.318 -0.132 2.167  0.215
C -3.172 3.412 1.024  -0.602
C 1.895 1.596 5.299  -0.227
P 0.622 -2.988 -1.315  0.805
H -5.397 1.109 -1.959  0.231
C 2.211 -2.232 -5.025  -0.205
S 1.132 2.788 -2.377  -0.262
H -1.755 -0.884 4.066  0.237
H 0.746 4.366 0.421  0.252
H -0.014 -0.536 4.294  0.260
H -2.722 -0.907 1.192  0.247
C 0.730 2.610 -5.024  0.260
H -2.521 4.285 1.063  0.241
N 1.005 3.079 -6.037  -0.299
H -4.375 1.072 0.392  0.216
C 2.332 -3.254 -0.702  -0.940
H 0.268 -3.852 1.758  0.245
H -0.030 -5.031 -0.144  0.213
As -0.438 -1.460 2.008  2.022
S -2.387 2.295 -0.160  1.292
H -3.351 0.286 -0.828  0.256
C 2.926 0.371 3.044  -0.215
C -0.412 0.960 -3.710  -0.321
H 2.879 -2.311 -0.669  0.235
H -2.576 -2.667 1.474  0.241
H 1.103 3.057 3.962  0.207
H 2.810 0.003 6.406  0.213
H -0.139 3.610 1.747  0.226
C -0.065 -2.917 -5.333  -0.178
H 3.495 3.236 -0.525  0.252
H -1.009 0.562 3.321  0.260
C -0.947 0.401 -4.901  0.272
H -4.008 2.044 -2.510  0.236
Si 1.933 2.331 1.190  1.074
C 0.856 3.872 1.387  -1.123
O 0.701 -0.670 1.117  -1.205
H -0.998 -4.800 -1.594  0.231
H 1.490 2.082 6.177  0.212
H -3.521 3.600 3.134  0.227
H 1.230 -3.013 2.995  0.255
H -4.261 2.166 2.433  0.208
C 0.880 -2.861 -3.111  -0.246
H 4.087 3.585 1.105  0.233
H -1.157 -3.386 -3.563  0.206
C 0.405 2.049 -3.753  -0.251
C 2.082 -2.419 -3.656  -0.247
C -2.087 -1.781 1.073  -1.007
C 0.225 -3.165 2.600  -0.998
C -4.635 1.823 -1.648  -0.626
H 3.150 -1.878 -5.430  0.215
C 1.141 -2.485 -5.867  -0.209
C 3.606 2.830 0.481  -1.118
C 1.678 2.143 4.040  -0.225
H 1.235 -2.324 -6.932  0.219
H 2.888 -3.973 -1.307  0.227
C 2.631 0.431 5.428  -0.223
H -1.846 -1.923 0.020  0.273
H 4.275 1.970 0.419  0.236
H 0.652 -5.432 -1.731  0.226
H -5.143 2.739 -1.346  0.207
H -4.105 3.721 0.550  0.231
S -0.898 0.128 -2.254  -0.276
H -2.512 2.222 2.688  0.229
C -0.195 -3.094 -3.968  -0.246
C -0.856 -0.478 3.603  -1.001

- E (eV) = -151424.5320
- maximum force (eV/Å) = 0.8
- total charge = 0

---

One molecule with the formula C3H4N2O3 in a non-equilibrium geometry, computed with ωB97M-V/def2-TZVPD.

Each line ends with the natural charge from an NBO analysis.
Atoms and positions in Å:
O 0.192 -1.403 -0.055  -0.348
O -2.961 0.125 -0.350  -0.532
C 1.470 -0.819 -0.102  0.212
O 1.365 0.510 -0.326  -0.505
H -2.024 -1.657 0.414  0.132
N -0.652 -0.201 0.268  -0.222
N -0.228 2.217 0.083  -0.642
H 0.753 2.786 0.135  0.376
C 0.082 1.002 -0.129  0.649
H 1.844 -0.738 0.946  0.157
C -1.932 -0.527 0.026  0.522
H 2.092 -1.297 -0.910  0.200

- relative energy (zero: lowest compared OMol25 entry of this formula, charge and spin) (eV) = 4.5715
- E (eV) = -12294.4239
- maximum force (eV/Å) = 6.2
- structure (SMILES) = [H]/N=C1\OCON1C=O
- total charge = 0

---

Question: Which formula does entry 2 have?
Answer: C3H4N2O